<i>
The following is a DFT calculation (ωB97M-V/def2-TZVPD) of a single C17H23NO3 molecule.

Geometry as ORCA input:
```
! RIJCOSX wB97M-V def2-TZVPD def2/J DEFGRID3
* xyz 0 1
C -5.411 -1.649 -0.060
C -4.241 -0.717 -0.129
C -3.585 -0.477 -1.329
C -2.493 0.369 -1.378
C -2.020 0.976 -0.221
C -2.680 0.764 0.995
C -3.779 -0.079 1.015
H -4.288 -0.251 1.953
C -2.202 1.440 2.244
H -2.386 2.515 2.192
H -1.132 1.289 2.380
H -2.722 1.049 3.114
N -0.907 1.837 -0.260
C 0.335 1.649 -0.782
O 1.128 2.571 -0.781
C 0.671 0.262 -1.286
H -0.207 -0.376 -1.252
H 1.009 0.350 -2.320
C 1.792 -0.404 -0.457
C 1.836 -1.903 -0.786
H 2.810 -2.298 -0.501
H 1.695 -2.089 -1.851
C 0.731 -2.547 0.065
H -0.151 -2.764 -0.538
H 1.075 -3.489 0.489
C 0.390 -1.530 1.170
H -0.615 -1.131 1.023
H 0.420 -1.983 2.160
C 1.434 -0.420 1.035
H 2.322 -0.684 1.611
H 1.078 0.546 1.391
C 3.122 0.313 -0.746
C 4.247 -0.150 0.140
O 4.763 -1.238 0.123
O 4.647 0.808 0.984
H 5.381 0.495 1.537
H 3.408 0.112 -1.780
H 2.988 1.386 -0.608
H -1.027 2.737 0.191
H -2.009 0.575 -2.321
H -3.936 -0.946 -2.236
H -6.157 -1.282 0.641
H -5.085 -2.632 0.281
H -5.873 -1.766 -1.038
*
```

Summary:
HOMO: -8.7 eV
SMILES: Cc1ccc(NC(=O)CC2(CC(=O)O)CCCC2)c(C)c1
LUMO: 0.70 eV
HOMO-LUMO gap: 9.429 eV
Molar mass: 289.37 g mol⁻¹

***

<ii>
The following is a DFT calculation (ωB97M-V/def2-TZVPD) of a single C17H23NO3 molecule.

Geometry as ORCA input:
```
! RIJCOSX wB97M-V def2-TZVPD def2/J DEFGRID3
* xyz 0 1
N 0.338 -1.624 0.392
O -2.186 0.741 2.437
O -1.234 2.078 -3.072
O 1.704 1.399 -0.856
C 0.810 -0.884 1.435
C -2.743 -2.789 -1.042
C -3.693 -1.882 -0.523
C -0.104 -0.134 2.212
C -1.349 -2.755 -0.751
C -3.226 -0.856 0.323
C -1.366 -0.068 1.814
C -0.974 -1.759 0.137
C -1.829 -0.867 0.731
C -2.595 1.875 -2.816
C 0.444 0.601 3.441
C -0.529 1.697 -1.880
C 1.004 1.615 -2.182
C 2.589 0.246 -1.122
C 2.302 -1.015 1.716
C 3.732 0.107 -0.085
C 3.290 0.168 1.359
H -1.724 1.461 2.813
H -3.081 -3.650 -1.621
H -4.732 -1.965 -0.678
H -0.605 -3.489 -1.052
H -3.909 -0.028 0.657
H -2.989 2.727 -2.303
H -2.912 0.910 -2.277
H -3.124 1.795 -3.840
H 1.222 1.103 3.116
H 0.865 -0.174 4.132
H -0.340 1.093 3.903
H -0.876 0.725 -1.556
H -0.710 2.476 -1.190
H 1.370 2.524 -2.624
H 1.274 0.986 -3.076
H 3.125 0.443 -2.079
H 2.116 -0.761 -1.182
H 2.378 -1.299 2.725
H 2.651 -1.912 1.271
H 4.542 0.801 -0.087
H 4.187 -0.878 -0.352
H 2.883 1.199 1.484
H 4.008 0.020 2.147
*
```

Summary:
HOMO: -8.1 eV
SMILES: COCCOCCCCc1nc2ccccc2c(O)c1C
LUMO: 0.48 eV
HOMO-LUMO gap: 8.626 eV
Molar mass: 289.37 g mol⁻¹

***

Stability summary: most stable <i>, least stable <ii>.

***

<i>
The following is a DFT calculation (ωB97M-V/def2-TZVPD) of 2 unconnected molecules or ions with the total composition C8H14N5.

Geometry as ORCA input:
```
! RIJCOSX wB97M-V def2-TZVPD def2/J DEFGRID3
* xyz 1 1
C 3.590 1.440 0.023
C 4.540 0.412 0.326
C 2.531 -0.405 -0.088
C 1.562 -1.309 0.098
C -0.135 -3.035 -0.165
C -1.573 1.939 0.789
C -1.512 0.612 -1.370
C -0.881 0.762 0.084
N 2.411 0.907 -0.224
N 0.873 -2.234 -0.182
N 3.875 -0.753 0.190
N -0.723 -0.286 1.016
N -1.411 -1.413 0.842
H 3.614 2.469 -0.042
H 5.586 0.376 0.646
H -0.786 -3.310 -0.933
H -0.124 -3.995 0.540
H -2.283 2.493 0.105
H -2.168 1.496 1.686
H -0.859 2.667 1.180
H -1.333 1.538 -1.719
H -2.602 0.229 -1.314
H -0.817 -0.100 -1.880
H 0.224 0.935 0.047
H 4.423 -1.603 0.200
H -2.197 -1.420 0.179
H -1.481 -2.129 1.574
*
```

Summary:
HOMO (alpha / beta): -11.4 / -11.4 eV
LUMO (alpha / beta): -4.12 / -4.14 eV
HOMO-LUMO gap (alpha / beta): 7.304 / 7.288 eV
Molar mass: 180.24 g mol⁻¹

***

<ii>
The following is a DFT calculation (ωB97M-V/def2-TZVPD) of a gas-phase ion, C8H14N5 (charge +1).

Geometry as ORCA input:
```
! RIJCOSX wB97M-V def2-TZVPD def2/J DEFGRID3
* xyz 1 1
C 2.462 -1.443 0.093
C 3.055 -0.191 0.228
C 1.133 -1.187 -0.035
C 0.989 0.163 -0.107
C -1.172 -1.588 -0.240
C -0.537 0.727 -0.565
C -0.728 1.700 1.836
C -0.735 1.978 0.301
N 2.151 0.783 0.043
N 0.080 -2.080 -0.173
N -1.514 -0.299 -0.274
N -2.131 -2.550 -0.379
N -0.764 1.016 -1.945
H 2.859 -2.361 0.317
H 4.143 0.029 0.492
H -0.062 0.885 1.912
H -1.695 1.438 2.172
H -0.429 2.700 2.224
H 0.033 2.619 -0.065
H -1.637 2.570 0.061
H 2.445 1.791 -0.002
H 0.155 -3.036 0.050
H -2.292 -0.087 -0.869
H -1.886 -3.496 -0.212
H -3.123 -2.287 -0.124
H -0.362 0.240 -2.463
H -0.437 1.964 -2.277
*
```

Summary:
HOMO: -11.7 eV
SMILES: CC[C@]1(N)NC(=[NH2+])Nc2cc[nH]c21
LUMO: -2.74 eV
HOMO-LUMO gap: 8.965 eV
Molar mass: 180.24 g mol⁻¹

***

Stability summary: most stable <ii>, least stable <i>.

***

<i>
The following is a DFT calculation (ωB97M-V/def2-TZVPD) of 2 unconnected molecules or ions with the total composition CHBrClNO.

Geometry as ORCA input:
```
! RIJCOSX wB97M-V def2-TZVPD def2/J DEFGRID3
* xyz 0 1
C 2.532 0.413 0.002
N 2.975 -0.411 -0.694
O 3.228 -1.243 -1.496
Cl 2.760 1.751 0.922
Br -0.486 0.904 -0.768
H 0.745 1.061 -1.509
*
```

Summary:
HOMO: -10.0 eV
SMILES: [O-][N+]#CCl.Br
LUMO: 0.00 eV
HOMO-LUMO gap: 9.979 eV
Molar mass: 158.38 g mol⁻¹

***

<ii>
The following is a DFT calculation (ωB97M-V/def2-TZVPD) of a molecular structure, CHBrClNO.

Geometry as ORCA input:
```
! RIJCOSX wB97M-V def2-TZVPD def2/J DEFGRID3
* xyz 0 1
C 0.561 0.487 -0.944
N -1.241 -0.227 -0.028
O -1.054 -1.200 0.556
Cl 0.447 1.782 -1.907
Br -0.211 -1.185 2.731
H 1.499 0.344 -0.408
*
```

Summary:
HOMO (alpha / beta): -8.6 / -8.6 eV
LUMO (alpha / beta): -2.78 / -2.62 eV
HOMO-LUMO gap (alpha / beta): 5.800 / 5.955 eV
Molar mass: 158.38 g mol⁻¹

***

Stability summary: most stable <i>, least stable <ii>.

***

<i>
The following is a DFT calculation (ωB97M-V/def2-TZVPD) of 2 unconnected molecules or ions with the total composition C2H8NO2PS.

Geometry as ORCA input:
```
! RIJCOSX wB97M-V def2-TZVPD def2/J DEFGRID3
* xyz 0 1
C -0.905 1.100 1.012
C -0.689 0.840 -1.399
N -0.145 1.359 -0.177
O 2.192 1.440 -1.193
O 1.957 1.522 1.265
P 1.672 -2.065 0.007
S 1.514 0.995 -0.001
H -0.312 1.423 1.864
H -1.832 1.675 0.979
H -1.155 0.038 1.119
H 0.054 0.979 -2.181
H -0.942 -0.223 -1.316
H -1.589 1.398 -1.661
H 1.802 -2.046 1.397
H 3.051 -1.979 -0.162
*
```

Summary:
HOMO (alpha / beta): -9.1 / -9.1 eV
LUMO (alpha / beta): -1.56 / -1.77 eV
HOMO-LUMO gap (alpha / beta): 7.493 / 7.315 eV
Molar mass: 141.13 g mol⁻¹

***

<ii>
The following is a DFT calculation (ωB97M-V/def2-TZVPD) of 2 unconnected molecules or ions with the total composition C2H8NO2PS.

Geometry as ORCA input:
```
! RIJCOSX wB97M-V def2-TZVPD def2/J DEFGRID3
* xyz 0 1
C 1.109 0.577 0.200
C -2.738 1.568 -1.159
N 1.156 -0.106 -1.078
O 2.520 -1.980 -0.212
O -1.910 1.338 -1.987
P 1.275 -1.763 -1.233
S -0.302 -2.549 0.076
H 0.120 0.524 0.666
H 1.834 0.113 0.865
H 1.383 1.622 0.055
H -3.759 1.159 -1.204
H -1.106 -2.806 -0.941
H -2.540 2.210 -0.285
H 0.550 0.308 -1.776
H 2.720 -2.908 -0.068
*
```

Summary:
HOMO: -8.6 eV
SMILES: CNP(O)S.C=O
LUMO: 0.58 eV
HOMO-LUMO gap: 9.174 eV
Molar mass: 141.13 g mol⁻¹

***

Stability summary: most stable <ii>, least stable <i>.

***

<i>
The following is a DFT calculation (ωB97M-V/def2-TZVPD) of a molecular structure, C11H10BrNSeY.

Geometry as ORCA input:
```
! RIJCOSX wB97M-V def2-TZVPD def2/J DEFGRID3
* xyz -1 1
C -0.649 0.400 -2.234
C -0.328 1.761 -2.323
C 1.111 1.867 -2.346
H -0.989 2.615 -2.554
C 1.613 0.562 -2.096
C 0.527 -0.332 -2.076
H 0.567 -1.426 -2.057
H -1.647 -0.014 -2.342
H 1.709 2.817 -2.383
H 2.652 0.296 -1.906
Y 0.727 2.015 0.027
Br -1.380 3.209 0.858
C -0.830 -1.840 2.503
C -0.539 -2.636 1.355
C -1.496 -2.357 0.341
H 0.315 -3.279 1.302
C -2.350 -1.335 0.851
C -1.976 -1.011 2.186
H -2.423 -0.227 2.795
H -0.281 -1.762 3.450
H -1.489 -2.784 -0.661
H -3.077 -0.814 0.244
Se 4.512 1.640 3.450
C 3.315 1.337 2.189
N 2.404 1.299 1.426
*
```

Summary:
HOMO: -2.8 eV
LUMO: 1.32 eV
HOMO-LUMO gap: 4.161 eV
Molar mass: 403.98 g mol⁻¹

***

<ii>
The following is a DFT calculation (ωB97M-V/def2-TZVPD) of a molecular structure, C11H10BrNSeY.

Geometry as ORCA input:
```
! RIJCOSX wB97M-V def2-TZVPD def2/J DEFGRID3
* xyz -1 1
C -1.383 -1.051 -1.479
C -2.016 -2.174 -0.865
C -2.895 -1.669 0.157
H -1.925 -3.215 -1.180
C -2.692 -0.258 0.233
C -1.823 0.117 -0.825
H -1.703 1.115 -1.231
H -0.821 -1.096 -2.411
H -3.623 -2.270 0.737
H -3.301 0.427 0.838
Y -0.786 -1.462 1.296
Br 0.984 -3.338 0.873
C 2.787 1.753 0.109
C 1.751 2.392 -0.633
C 1.529 1.621 -1.820
H 1.362 3.394 -0.430
C 2.322 0.447 -1.739
C 3.111 0.540 -0.547
H 3.836 -0.208 -0.224
H 3.270 2.139 1.010
H 0.900 1.938 -2.645
H 2.328 -0.363 -2.483
Se -0.218 1.098 5.819
C -0.394 0.310 4.256
N -0.600 -0.187 3.185
*
```

Summary:
HOMO: -2.8 eV
LUMO: 1.62 eV
HOMO-LUMO gap: 4.465 eV
Molar mass: 403.98 g mol⁻¹

***

Stability summary: most stable <ii>, least stable <i>.

***

<i>
The following is a DFT calculation (ωB97M-V/def2-TZVPD) of a gas-phase ion, C10H16NO (charge +1).

Geometry as ORCA input:
```
! RIJCOSX wB97M-V def2-TZVPD def2/J DEFGRID3
* xyz 1 1
C 0.951 0.442 2.303
C -0.343 0.753 2.363
C 0.794 -0.818 1.461
C -0.781 -0.362 1.415
C 0.971 -0.688 -0.082
C -0.480 -0.246 -0.247
C 1.331 -1.913 -0.961
C 2.031 0.389 -0.421
C -1.425 -1.105 -1.138
C -1.920 1.849 -0.184
N -0.670 1.195 -0.674
O -0.358 -1.583 1.709
H 1.924 0.777 2.570
H -0.898 1.460 2.895
H 0.716 -2.081 -1.786
H 0.982 -2.825 -0.399
H 2.343 -1.970 -1.183
H 3.050 0.217 0.209
H 1.899 1.414 -0.132
H 2.190 0.332 -1.407
H -1.085 -1.511 -2.077
H -2.309 -0.669 -1.456
H -1.815 -1.843 -0.596
H -1.537 2.669 0.382
H -2.518 2.423 -0.941
H -2.430 0.967 0.377
H 0.223 1.475 -0.324
H -0.836 1.250 -1.677
*
```

Summary:
HOMO: -12.2 eV
SMILES: C[NH2+][C@@]1(C)C(C)(C)[C@@]23C=C[C@@]12O3
LUMO: -3.17 eV
HOMO-LUMO gap: 9.056 eV
Molar mass: 166.24 g mol⁻¹

***

<ii>
The following is a DFT calculation (ωB97M-V/def2-TZVPD) of a molecular structure, C10H16NO.

Geometry as ORCA input:
```
! RIJCOSX wB97M-V def2-TZVPD def2/J DEFGRID3
* xyz 1 1
C -3.084 -1.450 -0.161
C -1.862 -0.598 -0.320
C -4.083 -0.677 0.176
C -2.475 0.782 0.040
C -0.793 -1.154 0.640
C 0.390 -0.262 0.814
C 2.619 0.602 0.724
C 2.032 -1.234 -0.899
C -1.860 1.933 -0.062
C 1.539 -0.358 0.144
N -0.450 2.058 -0.385
O -3.796 0.638 0.283
H -3.255 -2.541 -0.334
H -1.547 -0.585 -1.287
H -5.095 -0.926 0.262
H -1.124 -1.363 1.660
H -0.420 -2.087 0.221
H 0.322 0.380 1.661
H 3.064 1.325 0.034
H 3.452 -0.115 1.200
H 2.363 1.142 1.628
H 1.337 -1.854 -1.340
H 2.887 -2.084 -0.609
H 2.440 -0.688 -1.778
H -2.493 2.803 0.127
H -0.146 2.337 -1.292
H -0.081 0.899 0.041
H -0.171 2.742 0.216
*
```

Summary:
HOMO: -12.1 eV
LUMO: -3.23 eV
HOMO-LUMO gap: 8.887 eV
Molar mass: 166.24 g mol⁻¹

***

Stability summary: most stable <ii>, least stable <i>.